# 1
Entry from the Open Molecules 2025 dataset: C24H50FNO16PS3 as an isolated structure (the ωB97M-V functional and the def2-TZVPD basis).

Values from the calculation:
E_HOMO	-5.67	eV
net charge	-1
electronic energy	-3838.88744	hartree
LUMO level	1.65	eV

Last column: Mulliken charge in e.
CARTESIAN COORDINATES (ANGSTROEM)
S 3.980 -6.066 4.919  -0.296
S -1.519 -4.549 3.312  1.162
S 0.844 -5.911 3.815  0.937
P 2.632 -4.782 4.285  0.162
F -2.365 -5.689 4.106  -0.223
O -2.317 -0.644 -6.130  -0.393
O -2.386 -4.158 2.167  -0.634
O -1.286 -3.362 4.183  -0.617
O 3.834 7.721 1.957  -0.352
O -3.298 0.316 -4.417  -0.559
O 4.709 -8.548 5.790  -0.599
O 1.241 4.641 -2.290  -0.399
O -5.912 3.533 -5.900  -0.354
O 0.192 -6.192 5.120  -0.609
O 1.331 -7.189 3.220  -0.624
O 3.681 -10.485 5.701  -0.354
O -6.984 5.325 -6.577  -0.588
O 0.093 1.223 1.501  -0.646
O 3.726 8.575 -0.059  -0.540
O -0.027 2.880 -2.631  -0.543
O -0.604 -0.496 0.334  -0.400
N -0.115 -5.158 2.654  -0.391
C -7.026 4.157 -6.296  0.713
C 0.494 3.623 -1.840  0.551
C -1.040 0.938 -4.742  -0.951
C -2.307 0.208 -5.091  0.766
C -5.838 1.177 -6.497  -0.866
C 1.563 -11.396 6.459  -0.940
C 4.337 8.472 0.969  0.854
C 1.757 5.673 -1.441  -0.482
C -2.582 -1.086 -0.956  -0.746
C 5.613 9.239 1.196  -1.134
C 4.067 -9.380 6.361  0.706
C -5.893 2.195 -5.379  -0.331
C -1.265 -0.726 -7.094  -0.385
C 3.058 5.252 -0.794  -0.248
C 3.605 -9.165 7.777  -0.906
C 4.551 7.386 3.150  -0.440
C 0.393 3.375 -0.361  -0.480
C -0.147 -1.628 -6.614  -0.988
C -2.183 0.661 1.806  -1.039
C -1.555 -1.538 0.062  -0.312
C 3.057 -11.604 6.328  -0.428
C -0.808 0.471 1.226  0.907
C -8.295 3.365 -6.465  -0.884
C 4.433 8.480 4.190  -0.981
H 3.384 8.681 4.411  0.307
H -2.077 1.003 2.834  0.363
H -8.388 3.064 -7.508  0.234
H 3.250 -12.455 5.675  0.307
H 5.588 7.134 2.921  0.354
H -2.777 -0.249 1.839  0.320
H 4.391 -8.640 8.317  0.299
H -0.980 -2.367 -0.347  0.336
H 1.121 -11.199 5.482  0.299
H 4.088 6.475 3.527  0.351
H 6.161 9.277 0.257  0.312
H -0.598 2.987 -0.146  0.035
H 1.089 -12.282 6.888  0.347
H -1.300 1.918 -4.354  0.308
H 4.936 8.187 5.113  0.356
H 1.328 -10.540 7.092  0.271
H 3.788 4.974 -1.556  0.320
H -0.510 0.381 -3.969  0.233
H -4.971 1.360 -7.134  0.242
H 1.134 2.632 -0.073  0.294
H -4.989 2.118 -4.777  0.233
H 3.406 -10.084 8.324  0.351
H 2.707 -8.547 7.763  0.220
H -6.721 1.232 -7.137  0.366
H -5.767 0.167 -6.093  0.308
H -2.008 -1.903 0.984  0.239
H 4.871 9.417 3.842  0.274
H 2.310 -3.950 5.394  0.101
H -6.732 2.029 -4.700  0.309
H 3.123 -4.044 3.169  0.097
H 3.466 6.066 -0.196  -0.266
H 3.535 -11.831 7.284  0.367
H 2.924 4.382 -0.149  0.241
H -2.709 1.420 1.227  0.243
H -0.911 0.270 -7.368  0.354
H -1.716 -1.152 -7.989  0.337
H 0.623 -1.726 -7.382  0.353
H 0.319 -1.244 -5.707  0.275
H -3.169 -0.242 -0.591  0.224
H 1.009 5.986 -0.711  0.365
H -8.357 2.486 -5.827  0.323
H 6.277 8.788 1.930  0.364
H -0.378 1.103 -5.589  0.377
H -9.136 4.004 -6.201  0.300
H 1.935 6.531 -2.089  0.325
H 0.518 4.268 0.247  0.274
H 5.365 10.254 1.506  0.271
H -2.092 -0.756 -1.874  0.056
H -3.265 -1.901 -1.197  0.428
H -0.536 -2.619 -6.378  0.304


# 2
Entry from the Open Molecules 2025 dataset: an isolated ion of composition C4H4N3O2S and charge -1 (the ωB97M-V functional and the def2-TZVPD basis).

Values from the calculation:
energy above the lowest of the compared OMol25 structures with the same formula, charge and spin	19.0	kJ/mol
E_HOMO	-4.57	eV
net charge	-1
electronic energy	-867.79458	hartree
SMILES	O=C([O-])[C@@H](S)c1cn[nH]n1
LUMO level	3.59	eV

Last column: natural (NBO) charge in e.
CARTESIAN COORDINATES (ANGSTROEM)
S 1.818 1.902 0.361  -0.258
O 2.651 -0.450 -0.890  -0.727
O 1.092 -1.880 -0.166  -0.716
N -2.465 -0.451 0.340  -0.191
N -1.498 -0.092 1.145  -0.244
N -2.289 -0.087 -0.960  -0.268
C 1.662 -0.808 -0.216  0.780
C -1.058 0.360 -0.974  -0.069
C -0.530 0.320 0.336  0.111
C 0.945 0.343 0.718  -0.486
H 1.074 0.084 1.859  0.232
H 2.670 0.944 -0.256  0.249
H -0.711 0.620 -1.856  0.202
H -3.362 -0.805 0.561  0.385


# 3
Entry from the Open Molecules 2025 dataset: C4H6N2O3S4SbV as an isolated structure (the ωB97M-V functional and the def2-TZVPD basis).

Values from the calculation:
E_HOMO (alpha / beta)	-1.64 / -2.00	eV
net charge	-2
multiplicity	3
electronic energy	-3268.53273	hartree
LUMO level (alpha / beta)	4.97 / 4.95	eV

Last column: natural (NBO) charge in e.
CARTESIAN COORDINATES (ANGSTROEM)
Sb 0.098 -2.823 2.204  1.388
V 0.634 -0.592 0.032  0.985
S 1.048 -4.406 3.546  -0.875
S 1.030 -0.547 2.208  -0.594
S -2.172 -2.590 2.495  -0.941
S 0.603 -2.958 -0.129  -0.755
O 3.631 1.371 -1.548  -0.683
O 2.284 -0.205 -0.753  -0.704
O -1.206 2.473 -1.745  -0.723
N -1.437 -0.666 -0.110  -0.865
N 0.253 1.237 -0.464  -0.689
C -0.923 1.555 -0.960  0.641
C -2.021 0.645 -0.369  -0.300
C 1.405 1.985 -0.868  -0.348
C 2.563 0.990 -1.083  0.793
H -1.845 -1.102 0.743  0.457
H 1.704 2.677 -0.066  0.199
H -2.895 0.600 -1.037  0.188
H -1.634 -1.314 -0.884  0.392
H 1.217 2.558 -1.789  0.222
H -2.337 1.111 0.575  0.213


# 4
Entry from the Open Molecules 2025 dataset: C43H45N8O5S5SiTi as an isolated structure (the ωB97M-V functional and the def2-TZVPD basis).

Values from the calculation:
energy above the lowest of the compared OMol25 structures with the same formula, charge and spin	66.2	kJ/mol
E_HOMO	-9.59	eV
net charge	+1
electronic energy	-5609.71477	hartree
LUMO level	-3.52	eV

Last column: Mulliken charge in e.
CARTESIAN COORDINATES (ANGSTROEM)
Ti -0.794 0.657 -0.453  0.652
S -2.518 2.361 -1.642  1.773
S -0.479 -6.276 3.155  -0.292
S 2.955 4.193 0.286  -0.272
S 1.035 -0.087 -6.008  -0.293
S 1.713 -4.570 -1.594  -0.250
Si -1.454 1.493 1.915  2.019
O -3.109 -2.494 -0.773  -0.713
O -2.641 2.469 -3.069  -1.004
O -1.463 -1.019 -0.340  0.005
O -1.144 2.648 -1.106  -0.494
O 0.949 0.492 -1.183  1.064
N 1.194 2.337 0.578  0.653
N 0.125 -1.915 1.984  0.453
N -1.151 1.190 -5.123  -0.240
N 3.456 -7.935 4.742  -0.579
N -0.773 -4.454 -0.520  -0.103
N -0.235 -0.530 -3.798  -0.117
N -2.706 0.940 -1.002  -0.058
N -0.169 -2.910 -2.166  -0.363
C -4.557 3.057 0.016  -0.057
C -0.241 0.222 -4.861  0.215
C -5.369 3.992 0.641  -1.141
C -1.576 3.383 1.956  -1.247
C 1.488 2.280 -3.258  -0.273
C 1.535 -8.098 3.321  -0.354
C 2.427 1.355 -2.794  0.162
C 1.567 -1.376 -5.002  -0.312
C 2.492 0.625 1.801  0.685
C -0.164 -4.584 2.771  0.678
C 0.785 -1.472 -3.898  -0.682
C 1.083 -6.861 3.756  0.552
C 2.029 -3.332 -2.753  -0.162
C 2.721 -8.588 3.850  -0.341
C -0.369 1.109 3.404  -1.252
C 4.683 2.407 1.644  -0.427
C 3.004 -6.754 5.155  -0.374
C 3.441 2.747 1.107  0.768
C 4.038 2.226 -4.361  -0.931
C 3.060 -0.548 -1.184  -1.506
C 3.098 3.147 -4.810  -0.707
C 1.823 3.173 -4.259  -0.676
C -1.051 -2.405 2.373  -0.175
C -3.616 3.494 -0.898  -0.274
C -2.625 -1.404 -0.885  0.142
C 1.828 -6.176 4.707  -0.208
C 2.072 0.432 -1.721  1.522
C 1.151 -2.764 1.983  -0.799
C 0.921 -2.564 -2.923  0.196
C -5.236 5.349 0.373  1.022
C 1.381 3.516 0.089  -0.636
C -6.086 6.367 1.076  -1.511
C 3.719 0.291 2.330  -0.831
C -4.287 5.759 -0.567  -0.807
C -1.246 -3.709 2.786  -1.124
C 0.096 -3.936 -1.416  0.264
C -3.174 0.806 2.356  -1.694
C -3.303 -0.247 -1.614  -0.716
C -3.476 4.845 -1.206  -0.540
C 3.708 1.334 -3.360  -0.699
C 2.354 1.870 1.184  -1.455
C 4.806 1.175 2.250  -0.719
C 1.066 -4.095 2.353  -0.670
H 2.573 -1.205 -0.468  -0.495
H -3.072 -0.317 -2.681  0.323
H 3.851 -0.664 2.821  0.490
H -4.651 2.004 0.237  0.425
H -1.703 -4.054 -0.516  0.172
H 2.105 -2.368 1.649  0.266
H -2.353 3.666 2.670  0.450
H -3.660 0.255 1.550  0.293
H -3.830 1.630 2.643  0.545
H 1.503 -5.221 5.095  0.451
H 1.939 -4.730 2.295  0.622
H 3.104 -9.549 3.529  0.368
H -0.632 3.807 2.301  0.390
H -3.101 0.135 3.213  0.472
H -1.888 -1.716 2.358  -0.115
H 0.606 4.066 -0.424  0.312
H -1.723 1.543 -4.368  0.273
H 2.363 -2.029 -5.313  0.494
H 3.492 -1.143 -1.987  0.776
H 2.989 -3.262 -3.234  0.443
H -6.821 5.893 1.723  0.363
H -0.043 0.074 3.466  0.124
H -6.114 3.658 1.352  0.347
H -0.976 1.326 4.287  0.551
H 0.981 -8.666 2.587  0.395
H -0.979 1.815 -5.890  0.285
H -1.818 3.849 1.003  0.042
H -0.626 -5.374 -0.147  0.228
H 3.866 -0.001 -0.688  0.468
H 4.447 0.623 -3.021  0.450
H 0.510 1.751 3.440  0.352
H -2.226 -4.044 3.096  0.529
H 3.611 -6.245 5.895  0.364
H 5.518 3.092 1.595  0.477
H -6.612 6.994 0.356  0.369
H 1.636 -0.038 1.859  0.131
H 5.757 0.889 2.678  0.419
H -4.382 -0.312 -1.473  0.355
H 1.090 3.887 -4.609  0.537
H 3.361 3.842 -5.596  0.433
H 0.496 2.294 -2.831  0.356
H -4.192 6.812 -0.802  0.419
H -2.748 5.165 -1.939  0.475
H 5.028 2.208 -4.794  0.489
H -5.464 7.023 1.686  0.338